(1)
ORCA calculation (the ωB97M-V functional and the def2-TZVPD basis) on a cluster of 4 separate species, C2H12O4 in total at a distorted geometry.

Geometry as ORCA input:
```
! RIJCOSX wB97M-V def2-TZVPD def2/J DEFGRID3
* xyz 0 1
C -1.012 0.112 0.929
O -0.464 -0.466 -0.315
C -2.210 1.279 0.728
H -0.269 0.478 1.481
H -1.519 -0.765 1.499
H -0.555 -1.380 -0.215
H -1.922 1.962 0.024
H -2.413 1.554 1.785
H -2.947 0.805 0.205
H -0.644 0.197 -2.005
H -0.693 1.623 -2.727
O -0.860 0.668 -2.943
H 4.055 -0.930 -0.786
H 3.211 0.167 -1.223
O 3.169 -0.597 -0.652
H 1.151 -1.054 1.426
H 2.148 -2.046 0.972
O 1.773 -1.608 1.817
*
```

Output
HOMO level: -10.7 eV
frontier orbital gap: 11.16 eV
ΔE to the lowest compared entry with this formula, charge and spin: 48.47 kcal per mole
LUMO level: 0.018 hartree
SMILES string: CCO.O.O.O
strongest force on any atom: 6.2 eV Å⁻¹

Atomic partial charges in e from the natural (NBO) method, atoms 1 to 6:
1. C -0.050
2. O -0.755
3. C -0.614
4. H 0.157
5. H 0.167
6. H 0.481


(2)
ORCA calculation (the ωB97M-V functional and the def2-TZVPD basis) on a cluster of 7 separate species, C5H26NO6S in total at a distorted geometry.

Geometry as ORCA input:
```
! RIJCOSX wB97M-V def2-TZVPD def2/J DEFGRID3
* xyz 1 1
C 2.489 1.720 0.468
C 1.404 0.732 0.194
C 1.933 -0.789 0.075
C 0.984 -1.947 -0.361
S -0.085 -2.312 1.083
C -0.895 -3.892 0.705
N 0.288 1.086 1.196
H 2.250 2.497 1.223
H 2.666 2.187 -0.465
H 3.349 1.173 0.834
H 0.686 0.922 -0.762
H 2.725 -0.726 -0.744
H 2.613 -0.969 0.951
H 0.368 -1.645 -1.094
H 1.673 -2.731 -0.767
H -1.443 -3.959 -0.250
H -1.626 -4.039 1.501
H -0.123 -4.687 0.963
H -0.498 0.451 1.228
H 0.652 0.979 2.161
H -0.058 2.065 1.236
H -4.914 1.828 -1.064
H -4.425 1.020 0.032
O -4.109 1.507 -0.727
H 2.875 -2.106 3.813
H 2.137 -3.093 2.941
O 2.656 -2.294 2.921
H -0.117 0.482 -2.961
H -0.769 0.268 -4.345
O -0.472 -0.226 -3.584
H -2.246 -1.058 -1.392
H -3.021 0.182 -0.983
O -2.379 -0.508 -0.650
H 1.135 3.566 -1.419
H -0.226 3.905 -0.811
O 0.243 3.289 -1.405
H -1.951 1.628 -0.094
H -1.914 3.139 -0.143
O -1.855 2.354 0.495
*
```

Output
HOMO level: -11.4 eV
frontier orbital gap: 8.69 eV
ΔE to the lowest compared entry with this formula, charge and spin: 0.00 kcal per mole
LUMO level: -0.098 hartree
strongest force on any atom: 4.5 eV Å⁻¹

Atomic partial charges in e from the natural (NBO) method, atoms 1 to 6:
1. C -0.651
2. C -0.022
3. C -0.440
4. C -0.512
5. S 0.141
6. C -0.748


(3)
ORCA calculation (the ωB97M-V functional and the def2-TZVPD basis) on a cluster of 6 separate species, C36H40F43NO9PS in total at a distorted geometry.

Geometry as ORCA input:
```
! RIJCOSX wB97M-V def2-TZVPD def2/J DEFGRID3
* xyz 0 2
C 6.243 -1.275 2.367
C 5.325 -0.162 1.623
C 5.600 -0.423 0.050
C 3.830 -0.501 2.044
C 2.762 0.651 1.786
C 2.199 0.689 0.283
O 1.245 1.794 0.177
C 0.561 1.772 -1.033
F 0.682 3.040 -1.642
F -0.808 1.587 -0.816
F 0.996 0.821 -1.941
P 1.216 0.386 2.886
O 0.252 1.807 2.951
O 0.269 -0.867 2.246
S 1.677 -0.017 4.744
C 3.399 2.034 2.279
C 4.908 2.283 1.840
C 5.434 3.508 2.764
C 4.924 2.844 0.334
N 5.834 1.153 2.102
O 7.040 1.394 1.646
H 6.386 -0.913 3.445
H 7.273 -1.362 1.907
H 5.662 -2.245 2.406
H 6.707 -0.488 -0.186
H 5.181 -1.473 -0.144
H 5.020 0.273 -0.625
H 3.527 -1.439 1.457
H 3.864 -0.833 3.137
H 2.995 0.868 -0.499
H 1.682 -0.318 0.126
H 0.693 2.342 3.651
H 0.232 -1.606 2.885
H 2.736 2.903 1.950
H 3.398 1.993 3.427
H 6.345 4.018 2.331
H 4.590 4.228 3.017
H 5.734 3.021 3.757
H 5.235 3.947 0.346
H 5.649 2.326 -0.359
H 3.849 2.847 -0.047
C -3.191 4.869 0.013
C -3.095 4.486 -1.482
C -1.911 5.069 -2.262
F -1.873 6.411 -2.261
F -1.984 4.691 -3.565
F -4.276 4.779 -2.084
F -2.981 3.128 -1.529
O -4.053 5.961 0.384
C -3.564 7.281 0.260
C -4.276 8.078 -0.843
F -4.243 7.447 -2.033
F -3.683 9.284 -1.021
F -2.228 7.249 0.115
F -3.793 7.877 1.449
H -3.647 4.007 0.508
H -2.205 4.962 0.476
H -0.965 4.695 -1.863
H -5.322 8.246 -0.582
C -0.156 -5.390 2.960
C 1.240 -4.840 3.334
C 2.062 -4.222 2.195
F 2.303 -5.068 1.181
F 3.277 -3.829 2.659
F 1.934 -5.812 3.969
F 1.038 -3.857 4.263
O -0.284 -6.799 2.693
C 0.055 -7.271 1.408
C 1.315 -8.150 1.404
F 2.371 -7.537 1.971
F 1.674 -8.459 0.133
F 0.131 -6.232 0.558
F -0.994 -8.012 0.994
H -0.777 -5.242 3.847
H -0.639 -4.791 2.182
H 1.561 -3.335 1.794
H 1.137 -9.081 1.947
C -2.920 -1.470 -1.006
C -2.978 -2.920 -0.475
C -3.900 -3.893 -1.221
F -5.184 -3.504 -1.249
F -3.884 -5.107 -0.611
F -3.268 -2.887 0.847
F -1.708 -3.421 -0.566
O -3.746 -0.477 -0.371
C -5.100 -0.374 -0.759
C -6.079 -0.805 0.344
F -5.819 -2.042 0.806
F -7.349 -0.819 -0.129
F -5.280 -1.034 -1.916
F -5.305 0.930 -1.041
H -1.904 -1.122 -0.800
H -3.010 -1.426 -2.094
H -3.559 -4.037 -2.250
H -6.035 -0.115 1.190
C -8.492 4.359 -2.712
C -8.283 5.801 -2.197
C -7.322 5.978 -1.016
F -7.682 5.288 0.078
F -7.279 7.289 -0.642
F -9.493 6.347 -1.932
F -7.771 6.518 -3.241
O -9.638 3.625 -2.242
C -9.553 2.979 -0.990
C -10.462 3.612 0.075
F -10.247 4.933 0.215
F -10.238 3.045 1.286
F -8.265 2.907 -0.613
F -9.950 1.705 -1.200
H -8.675 4.454 -3.786
H -7.579 3.761 -2.641
H -6.308 5.682 -1.294
H -11.514 3.469 -0.182
C 6.857 -6.045 -1.690
C 6.255 -4.720 -1.169
C 5.155 -4.078 -2.022
F 5.542 -3.789 -3.273
F 4.765 -2.899 -1.462
F 7.264 -3.849 -0.934
F 5.707 -4.994 0.052
O 8.085 -5.987 -2.439
C 8.018 -5.678 -3.815
C 8.627 -4.308 -4.152
F 8.088 -3.314 -3.422
F 8.411 -4.003 -5.455
F 6.750 -5.815 -4.240
F 8.727 -6.638 -4.447
H 7.130 -6.615 -0.799
H 6.110 -6.664 -2.195
H 4.275 -4.725 -2.073
H 9.704 -4.310 -3.973
*
```

Output
HOMO level (alpha / beta): -9.2 / -9.4 eV
frontier orbital gap (alpha / beta): 9.14 / 8.92 eV
ΔE to the lowest compared entry with this formula, charge and spin: 66.60 kcal per mole
LUMO level (alpha / beta): -0.002 / -0.018 hartree
⟨S²⟩: 0.754
strongest force on any atom: 3.1 eV Å⁻¹

Atomic partial charges in e from the Löwdin method, atoms 1 to 6:
1. C -0.031
2. C -0.417
3. C -0.024
4. C -0.106
5. C -0.396
6. C -0.130


(4)
ORCA calculation (the ωB97M-V functional and the def2-TZVPD basis) on a cluster of 2 separate species, C4H6NO4S in total at a distorted geometry.

Geometry as ORCA input:
```
! RIJCOSX wB97M-V def2-TZVPD def2/J DEFGRID3
* xyz -1 3
C 1.571 0.473 -1.480
C 0.152 0.264 -1.063
C 1.358 -1.122 1.551
C -0.370 0.645 0.098
N 2.352 -0.632 1.330
O -2.801 -0.161 -0.784
O 0.302 -1.709 1.706
O -2.011 -0.861 1.390
O -2.639 1.492 0.892
S -2.083 0.284 0.371
H 1.694 1.608 -1.740
H 2.175 0.194 -0.561
H -0.445 -0.231 -1.812
H 0.304 1.011 0.902
H -1.020 -1.053 1.550
H 1.460 -0.202 -2.351
*
```

Output
HOMO level (alpha / beta): -2.4 / -5.8 eV
frontier orbital gap (alpha / beta): 6.17 / 6.48 eV
ΔE to the lowest compared entry with this formula, charge and spin: 3.22 kcal per mole
LUMO level (alpha / beta): 0.138 / 0.027 hartree
⟨S²⟩: 2.007
strongest force on any atom: 9.3 eV Å⁻¹

Atomic partial charges in e from the natural (NBO) method, atoms 1 to 6:
1. C -0.714
2. C -0.184
3. C 0.604
4. C -0.408
5. N -0.695
6. O -0.963


(5)
ORCA calculation (the ωB97M-V functional and the def2-TZVPD basis) on a cluster of 2 separate species, C3H9NS in total at a distorted geometry.

Geometry as ORCA input:
```
! RIJCOSX wB97M-V def2-TZVPD def2/J DEFGRID3
* xyz 0 1
C 1.576 2.095 0.161
N 0.614 2.498 0.877
H 1.858 2.569 -0.792
H 2.232 1.259 0.479
H 0.320 1.676 1.413
C -1.656 -0.875 0.659
S 0.032 -0.949 0.073
C -0.240 -1.352 -1.643
H -1.834 -0.299 1.564
H -2.405 -0.677 -0.121
H -1.912 -1.930 0.814
H -0.998 -2.135 -1.755
H 0.649 -1.923 -1.920
H -0.523 -0.441 -2.165
*
```

Output
HOMO level: -8.5 eV
frontier orbital gap: 9.41 eV
ΔE to the lowest compared entry with this formula, charge and spin: 42.17 kcal per mole
LUMO level: 0.033 hartree
SMILES string: C=N.CSC
strongest force on any atom: 2.1 eV Å⁻¹

Atomic partial charges in e from the natural (NBO) method, atoms 1 to 6:
1. C -0.024
2. N -0.614
3. H 0.154
4. H 0.143
5. H 0.335
6. C -0.769


(6)
ORCA calculation (the ωB97M-V functional and the def2-TZVPD basis) on an isolated molecule of C4H8N4 at a distorted geometry.

Geometry as ORCA input:
```
! RIJCOSX wB97M-V def2-TZVPD def2/J DEFGRID3
* xyz 0 1
C 1.049 0.965 0.302
C -0.296 0.999 -0.004
C -0.777 -1.292 0.431
C -2.125 -0.769 -0.201
H 3.296 0.550 -0.330
H 3.247 -1.103 -0.745
H 1.484 1.844 0.499
H -1.886 2.249 -0.709
H -0.675 -2.491 0.251
H -0.613 -0.844 1.608
H -2.706 -0.192 0.640
H -2.751 -1.297 -0.971
N 2.952 -0.355 -0.234
N 1.518 -0.218 0.051
N -0.920 2.143 0.001
N -0.799 -0.190 -0.590
*
```

Output
HOMO level: -8.8 eV
frontier orbital gap: 9.24 eV
ΔE to the lowest compared entry with this formula, charge and spin: 143.21 kcal per mole
LUMO level: 0.016 hartree
SMILES string: [H]/N=C(/C=N/N)N1CC1
strongest force on any atom: 6.7 eV Å⁻¹

Atomic partial charges in e from the natural (NBO) method, atoms 1 to 6:
1. C -0.084
2. C 0.367
3. C -0.248
4. C -0.289
5. H 0.352
6. H 0.381


(7)
ORCA calculation (the ωB97M-V functional and the def2-TZVPD basis) on an isolated molecule of C3H6N2S at a distorted geometry.

Geometry as ORCA input:
```
! RIJCOSX wB97M-V def2-TZVPD def2/J DEFGRID3
* xyz 0 1
C 0.492 -0.107 0.021
C -0.445 0.938 -0.025
C -1.829 0.833 -0.122
H 0.813 -2.132 -0.258
H -0.859 -1.664 -0.045
H 2.516 -0.728 0.234
H 2.472 0.892 0.546
H -0.038 1.926 -0.083
H -2.362 1.799 -0.268
N 0.170 -1.397 -0.113
N 1.909 0.104 0.021
S -2.838 -0.465 0.092
*
```

Output
HOMO level: -7.9 eV
frontier orbital gap: 8.20 eV
ΔE to the lowest compared entry with this formula, charge and spin: 23.70 kcal per mole
LUMO level: 0.012 hartree
SMILES string: NC(N)=CC=S
strongest force on any atom: 3.4 eV Å⁻¹

Atomic partial charges in e from the natural (NBO) method, atoms 1 to 6:
1. C 0.494
2. C -0.471
3. C -0.253
4. H 0.394
5. H 0.439
6. H 0.380


(8)
ORCA calculation (the ωB97M-V functional and the def2-TZVPD basis) on a cluster of 2 separate species, BrClIO3P in total at a distorted geometry.

Geometry as ORCA input:
```
! RIJCOSX wB97M-V def2-TZVPD def2/J DEFGRID3
* xyz 0 1
O 0.691 0.898 -0.675
O 2.796 -0.142 -1.549
O -1.535 -1.110 -0.004
P 1.198 -0.366 -1.172
Cl 3.392 1.452 -1.591
Br -2.916 -0.851 0.756
I -2.922 1.258 1.775
*
```

Output
HOMO level: -9.2 eV
frontier orbital gap: 7.96 eV
ΔE to the lowest compared entry with this formula, charge and spin: 87.34 kcal per mole
LUMO level: -0.046 hartree
strongest force on any atom: 3.7 eV Å⁻¹

Atomic partial charges in e from the natural (NBO) method, atoms 1 to 6:
1. O -1.004
2. O -0.833
3. O -0.922
4. P 1.583
5. Cl 0.254
6. Br 0.857


(9)
ORCA calculation (the ωB97M-V functional and the def2-TZVPD basis) on a structure of composition C4H6N2.

Geometry as ORCA input:
```
! RIJCOSX wB97M-V def2-TZVPD def2/J DEFGRID3
* xyz 0 1
N -1.099 0.057 1.416
C -0.060 -0.214 0.629
C -0.119 -1.168 -0.519
C 0.244 -0.197 -1.416
C 0.730 0.934 -0.691
N 1.090 0.539 0.726
H -1.044 0.871 2.011
H -2.012 -0.290 1.154
H -0.323 -2.224 -0.547
H 0.148 -0.220 -2.501
H 0.539 1.983 -0.864
H 1.900 -0.078 0.627
*
```

Output
HOMO level: -6.3 eV
frontier orbital gap: 7.21 eV
ΔE to the lowest compared entry with this formula, charge and spin: 97.34 kcal per mole
LUMO level: 0.035 hartree
strongest force on any atom: 0.6 eV Å⁻¹

Atomic partial charges in e from the natural (NBO) method, atoms 1 to 6:
1. N -0.730
2. C 0.573
3. C -0.580
4. C -0.101
5. C -0.360
6. N -0.631


(10)
ORCA calculation (the ωB97M-V functional and the def2-TZVPD basis) on a structure of composition C26H22MoN6O9.

Geometry as ORCA input:
```
! RIJCOSX wB97M-V def2-TZVPD def2/J DEFGRID3
* xyz 2 1
Mo -0.401 -0.647 -0.263
C -1.072 -4.548 1.024
O -1.140 -4.293 2.442
C -1.423 -3.102 2.950
C -1.743 -3.072 4.317
C -2.112 -1.910 4.969
C -2.199 -0.702 4.283
C -1.859 -0.685 2.939
C -2.015 0.506 2.171
N -1.620 0.672 0.943
N -2.085 1.840 0.367
C -1.787 1.836 -0.873
O -1.068 0.746 -1.296
C -2.125 2.847 -1.857
C -1.925 2.600 -3.214
C -2.278 3.565 -4.141
C -2.820 4.769 -3.709
C -3.014 5.014 -2.354
C -2.669 4.056 -1.421
C -1.451 -1.868 2.295
O -1.093 -1.740 1.006
H -1.046 -5.628 0.939
H -0.169 -4.116 0.602
H -1.962 -4.165 0.525
H -1.711 -4.018 4.843
H -2.360 -1.950 6.020
H -2.520 0.205 4.777
H -2.551 1.345 2.604
H -1.508 1.657 -3.543
H -2.137 3.381 -5.197
H -3.095 5.523 -4.435
H -3.435 5.955 -2.029
H -2.815 4.234 -0.364
C 2.765 1.469 -1.333
C 2.208 0.333 -2.112
N 1.133 -0.384 -1.831
C 0.974 -1.313 -2.834
C 1.973 -1.171 -3.740
N 2.730 -0.136 -3.263
C 2.390 -1.830 -5.016
O 1.641 -2.815 -5.481
O 3.379 -1.423 -5.554
C -0.167 -2.211 -2.727
O -0.485 -3.077 -3.473
O -0.885 -1.915 -1.578
H 1.996 1.909 -0.702
H 3.142 2.240 -2.003
H 3.592 1.133 -0.705
H 3.548 0.204 -3.759
H 0.879 -3.018 -4.903
C 2.671 1.792 3.851
N 2.350 0.741 2.863
C 3.037 -0.431 2.855
C 2.795 -1.450 1.992
C 1.760 -1.218 1.072
O 1.284 -1.994 0.177
N 1.088 -0.036 1.065
C 1.307 1.001 1.975
O 0.682 2.028 1.974
H 3.709 1.672 4.148
H 2.020 1.705 4.718
H 2.526 2.763 3.391
H 3.815 -0.503 3.604
H 3.348 -2.375 2.007
*
```

Output
HOMO level: -14.2 eV
frontier orbital gap: 5.28 eV
ΔE to the lowest compared entry with this formula, charge and spin: 0.00 kcal per mole
LUMO level: -0.329 hartree
strongest force on any atom: 1.0 eV Å⁻¹

Atomic partial charges in e from the natural (NBO) method, atoms 1 to 6:
1. Mo 1.934
2. C -0.256
3. O -0.460
4. C 0.381
5. C -0.189
6. C -0.161


(11)
ORCA calculation (the ωB97M-V functional and the def2-TZVPD basis) on an isolated molecule of C5H8O2 at a distorted geometry.

Geometry as ORCA input:
```
! RIJCOSX wB97M-V def2-TZVPD def2/J DEFGRID3
* xyz 0 1
C -2.314 -0.946 0.431
C -1.271 -0.207 0.416
C 1.698 -0.937 -0.268
C 0.998 0.463 -0.508
C -0.140 0.787 0.491
O -2.421 -0.386 -0.784
O -0.588 2.123 0.397
H -2.828 -1.779 0.840
H 1.650 -1.289 0.867
H 1.420 -1.803 -0.972
H 2.650 -0.676 -0.550
H 1.591 1.312 -0.380
H 0.700 0.377 -1.589
H 0.357 0.732 1.569
H -1.502 2.230 0.042
*
```

Output
HOMO level: -8.3 eV
frontier orbital gap: 9.21 eV
ΔE to the lowest compared entry with this formula, charge and spin: 123.36 kcal per mole
LUMO level: 0.033 hartree
SMILES string: CC[C@@H](O)C1=CO1
strongest force on any atom: 3.4 eV Å⁻¹

Atomic partial charges in e from the natural (NBO) method, atoms 1 to 6:
1. C 0.120
2. C 0.164
3. C -0.616
4. C -0.412
5. C 0.054
6. O -0.558


(12)
ORCA calculation (the ωB97M-V functional and the def2-TZVPD basis) on an isolated molecule of CH3O4PS at a distorted geometry.

Geometry as ORCA input:
```
! RIJCOSX wB97M-V def2-TZVPD def2/J DEFGRID3
* xyz 0 1
C -1.149 -0.143 0.054
O 1.092 -2.340 -0.145
O 0.039 1.801 1.221
O 1.461 0.097 0.257
O 0.484 1.746 -1.210
P 2.134 -1.338 -0.073
S 0.177 1.026 0.025
H -1.557 0.185 0.925
H -1.893 0.084 -0.807
H -0.786 -1.119 -0.248
*
```

Output
HOMO level: -11.5 eV
frontier orbital gap: 10.59 eV
ΔE to the lowest compared entry with this formula, charge and spin: 6.39 kcal per mole
LUMO level: -0.032 hartree
SMILES string: CS(=O)(=O)OP=O
strongest force on any atom: 5.3 eV Å⁻¹

Atomic partial charges in e from the natural (NBO) method, atoms 1 to 6:
1. C -0.895
2. O -1.024
3. O -0.914
4. O -1.058
5. O -0.896
6. P 1.607